Formula: C2H12N2O4
Source: OMol25
Level of theory: ωB97M-V/def2-TZVPD

Energy relative to the best compared isomer or geometry (same formula, charge and spin): 10.152 eV
Gap between HOMO and LUMO: 4.08 eV
Maximum force: 0.1145 Eh/bohr
LUMO energy: -5.16 eV
Charge: 0

Each atom is followed by the atoms it is bonded to, with distances in Å.
Element x y z (Å)
1 O 1.331 2.108 -0.639  H18 0.924
2 O -0.060 -1.022 -0.830  C7 1.443, H11 1.162
3 O -0.561 1.332 -2.193  H9 1.017, H10 0.969
4 O -2.157 -2.270 -0.900  H13 0.935
5 N -1.437 -0.634 1.077  C7 1.447, H12 0.994, H17 1.009
6 N 1.588 0.578 1.873  C8 1.517, H14 1.060, H20 1.034
7 C -0.169 -0.350 0.442  O2 1.443, N5 1.447, C8 1.477, H19 1.170
8 C 1.031 -0.681 1.237  N6 1.517, C7 1.477, H15 1.071, H16 1.046
9 H 0.290 1.430 -1.644  O3 1.017
10 H -0.518 1.784 -3.048  O3 0.969
11 H -1.112 -1.461 -1.054  O2 1.162
12 H -1.839 0.027 1.701  N5 0.994
13 H -2.628 -2.521 -1.669  O4 0.935
14 H 1.747 1.375 1.192  N6 1.060
15 H 0.846 -1.418 1.993  C8 1.071
16 H 1.582 -1.096 0.450  C8 1.046
17 H -2.061 -1.080 0.422  N5 1.009
18 H 1.776 2.756 -1.124  O1 0.924
19 H -0.095 0.812 0.317  C7 1.170
20 H 2.445 0.331 2.397  N6 1.034

Population analysis type natural (NBO), resulting atomic charges in e:
1 O -0.962
2 O -0.476
3 O -1.014
4 O -1.034
5 N -0.574
6 N -0.783
7 C 0.160
8 C -0.229
9 H 0.497
10 H 0.468
11 H 0.502
12 H 0.397
13 H 0.467
14 H 0.434
15 H 0.220
16 H 0.255
17 H 0.446
18 H 0.447
19 H 0.403
20 H 0.375